This record from the Open Molecules 2025 dataset describes a cluster of 2 separate species, C4H11N2 in total. The level of theory is ωB97M-V with the def2-TZVPD basis set.

Each atom is followed by the atoms it is bonded to, with distances in Å.
Element x y z (Å)
1 C -0.08500 -2.43995 0.80971  C2 1.462, H7 1.090, H8 1.094, H16 1.090
2 C 0.51821 -1.16271 1.18781  C1 1.462, C3 1.387, H9 1.090
3 C -0.12741 -0.00227 1.58709  C2 1.387, C4 1.364, H11 1.088
4 C 0.47111 1.21399 1.73688  C3 1.364, N5 1.405, H12 1.092
5 N -0.27509 2.33089 2.15058  C4 1.405, H13 1.011, H14 1.007
6 N -0.28070 0.75250 -4.57421  H10 0.997, H15 1.011, H17 1.004
7 H 0.53808 -3.25205 1.18520  C1 1.090
8 H -0.15109 -2.52816 -0.27846  C1 1.094
9 H 1.59651 -1.00321 1.16157  C2 1.090
10 H -1.26110 0.92764 -4.52528  N6 0.997
11 H -1.20392 -0.00887 1.74390  C3 1.088
12 H 1.53975 1.42013 1.65220  C4 1.092
13 H -0.14136 3.08497 1.49019  N5 1.011
14 H 0.04338 2.62890 3.05826  N5 1.007
15 H -0.01923 0.63408 -5.54380  N6 1.011
16 H -1.09161 -2.51077 1.22110  C1 1.090
17 H -0.07052 -0.08513 -4.06273  N6 1.004

Summary:
Net charge: +1
E_tot, eV: -7297.6908
Largest force on an atom, eV/A: 1.5
Relative energy (zero: lowest compared OMol25 entry of this formula, charge and spin), kJ/mol: 314.3
Gap between HOMO and LUMO, eV: 5.40